# C3H5N3O

The molecule C3H5N3O (the ωB97M-V functional and the def2-TZVPD basis, OMol25).

Geometry (Å):
O 0.8925 1.3454 2.1740
C 0.3652 1.2738 0.8727
C 0.0891 -0.0343 0.2152
N -0.5517 -1.1889 0.5389
C -0.8618 -1.6712 -0.6473
N -0.4247 -0.8562 -1.6234
N 0.2498 0.1539 -1.0875
H 1.7932 1.0078 2.2168
H 0.8162 1.6641 -0.1014
H -0.5602 1.8485 0.9218
H -1.4261 -2.5633 -0.8601
H -0.3816 -0.9797 -2.6196

Cartesian forces, eV/Å:
O 0.4 0.1 -0.4
C -0.2 0.2 -0.7
C -0.1 0.2 -0.5
N -0.3 0.3 -0.2
C -0.1 -0.2 -0.1
N 0.2 -0.7 -0.1
N -0.3 -0.2 -0.2
H 0.0 -0.1 -0.2
H 0.9 1.0 2.2
H -0.2 -0.2 0.2
H 0.0 -0.1 0.1
H -0.2 -0.2 0.0

Output
SMILES: OCc1nc[nH]n1
Total charge: 0

=====

# C3H9NO2S

The molecule C3H9NO2S (the ωB97M-V functional and the def2-TZVPD basis, OMol25).

Geometry (Å):
C 0.9867 -0.6503 -2.0155
C 0.8333 0.8604 -1.6714
N -0.3456 1.1848 -0.8153
S -0.3765 0.8209 0.6945
O 0.7310 0.8916 1.5871
O -1.0257 -0.6124 0.9407
C -1.0780 -0.9319 2.3151
H -0.0685 -0.9617 -2.2315
H 1.5111 -0.6214 -2.9553
H 1.5035 -1.2339 -1.2125
H 1.7264 1.3923 -1.2642
H 0.4911 1.4284 -2.6199
H -1.5222 1.4463 1.3583
H -0.1601 -0.5326 2.6618
H -1.9467 -0.4715 2.8627
H -1.2598 -2.0089 2.3655

Cartesian forces, eV/Å:
C -1.0 1.4 0.6
C -1.0 1.3 -0.7
N -0.3 -0.9 3.3
S -2.3 1.3 -2.2
O 1.3 0.6 0.3
O -0.5 -0.4 -1.3
C -1.6 -0.5 0.6
H 1.1 -0.3 0.4
H 0.5 -0.7 -0.3
H -0.6 0.4 -0.8
H -0.4 -0.7 -0.4
H 1.0 -1.0 1.3
H 1.7 -0.1 -1.5
H 0.7 -0.6 1.4
H 0.6 0.0 -0.7
H 0.6 0.2 0.2

Output
SMILES: CCN=[S@H](=O)OC
Total charge: 0

=====

# C4H7NO2

The molecule C4H7NO2 (the ωB97M-V functional and the def2-TZVPD basis, OMol25).

Geometry (Å):
C -1.7102 0.3190 -0.3189
C -0.4427 -0.4745 -0.1519
O -0.5830 -1.8411 -0.3018
C 0.7104 0.0929 0.2884
N 0.8865 1.3829 0.7632
C 1.9420 -0.7165 0.0730
O 3.0794 -0.2868 0.2264
H -2.0979 0.6369 0.6535
H -2.4920 -0.2675 -0.8122
H -1.5338 1.2046 -0.9375
H -1.5275 -2.0767 -0.3016
H 0.1997 2.0769 0.4938
H 1.8648 1.6717 0.6955
H 1.7041 -1.7217 -0.3699

Cartesian forces, eV/Å:
C 0.1 0.0 0.1
C -0.7 0.4 0.7
O 0.0 0.1 -0.2
C 0.5 -1.4 -0.8
N 0.1 0.3 -0.1
C 0.1 0.2 -0.1
O -1.2 -0.4 0.0
H 0.0 0.1 -0.1
H 0.1 0.0 0.0
H 0.0 0.0 0.1
H 0.6 0.3 -0.1
H 0.3 -0.1 0.0
H -0.5 0.0 -0.1
H 0.5 0.5 0.4

Output
SMILES: C/C(O)=C(\N)C=O
Total charge: 0

=====

# C25H55N2O3P

A cluster of 3 separate species, C25H55N2O3P in total (the ωB97M-V functional and the def2-TZVPD basis, OMol25).

Geometry (Å):
C 6.1669 -5.9339 -0.9621
C 4.7569 -5.6655 -1.4707
C 3.8135 -5.1080 -0.4148
P 1.9660 -5.0800 -0.9620
C 0.1391 -5.0760 -1.5437
C -0.8640 -5.1731 -0.4003
C -1.3337 -6.5779 -0.0627
O -0.3063 -7.4284 0.4389
C 0.2738 -8.2931 -0.5110
H 6.1424 -6.5475 -0.0597
H 6.7699 -6.4566 -1.7073
H 6.6864 -5.0067 -0.7122
H 4.3317 -6.5889 -1.8818
H 4.8001 -4.9670 -2.3142
H 4.1053 -4.0862 -0.1454
H 3.8818 -5.7054 0.5008
H 1.6040 -5.8392 0.1879
H 2.3622 -5.6104 -2.2371
H 1.9139 -3.6663 -0.8210
H -0.0203 -5.8671 -2.2840
H 0.0146 -4.1235 -2.0690
H -1.7537 -4.5737 -0.6059
H -0.4286 -4.7320 0.5064
H -1.7839 -7.0391 -0.9516
H -2.1010 -6.5301 0.7130
H 0.8479 -9.0370 0.0396
H -0.4936 -8.8021 -1.1049
H 0.9483 -7.7721 -1.2016
C -0.8394 0.1126 2.6988
C -0.5838 -1.1071 1.8021
C 0.9138 -1.3859 1.5889
C 1.5952 -0.3826 0.6690
C 0.8961 -0.3409 -0.6852
C -0.5981 0.0000 -0.5742
N -1.1959 -0.9587 0.4330
O -1.6127 -2.0516 -0.0771
C -0.7947 1.4678 -0.2038
C -1.2986 -0.2443 -1.9075
C -1.2281 -2.3122 2.4790
H -0.0380 0.1981 3.4351
H -0.9088 1.0530 2.1722
H -1.7754 -0.0227 3.2419
H 1.0060 -2.3851 1.1510
H 1.3984 -1.4153 2.5685
H 1.6136 0.6100 1.1288
H 2.6380 -0.6757 0.5271
H 1.3650 0.3942 -1.3460
H 0.9894 -1.3201 -1.1666
H -1.8155 1.6699 0.1192
H -0.6038 2.0720 -1.0927
H -0.1156 1.8252 0.5643
H -1.1324 -1.2540 -2.2713
H -0.9084 0.4697 -2.6354
H -2.3737 -0.0898 -1.8093
H -2.3118 -2.1985 2.5079
H -0.8557 -2.3612 3.5049
H -0.9946 -3.2418 1.9687
C -1.7742 6.2103 -2.0619
C -2.3499 5.6872 -0.7392
C -3.2111 6.7365 -0.0157
C -2.4004 7.8656 0.6033
C -1.3737 7.3082 1.5814
C -0.4201 6.2953 0.9304
N -1.2696 5.2630 0.2238
O -1.5611 4.2421 0.9318
C 0.5655 7.0024 -0.0016
C 0.3907 5.5653 1.9971
C -3.2072 4.4670 -1.0598
H -2.4724 6.9182 -2.5118
H -0.8168 6.7025 -1.9663
H -1.6447 5.3821 -2.7597
H -3.7658 6.2242 0.7762
H -3.9449 7.1236 -0.7275
H -1.9158 8.4635 -0.1745
H -3.0728 8.5419 1.1350
H -0.7725 8.1104 2.0188
H -1.8957 6.8074 2.4022
H 1.0847 6.2866 -0.6400
H 1.3094 7.5028 0.6195
H 0.1056 7.7646 -0.6248
H -0.2506 5.1013 2.7405
H 1.0450 6.2881 2.4874
H 1.0072 4.7872 1.5453
H -2.5897 3.6560 -1.4452
H -3.9250 4.7539 -1.8318
H -3.7445 4.1048 -0.1876

Cartesian forces, eV/Å:
C 0.1 0.0 0.0
C -0.1 0.1 0.0
C 0.0 0.0 0.0
P 0.0 0.0 -0.1
C 0.0 0.1 0.0
C 0.0 0.0 0.1
C 0.1 0.0 -0.1
O 0.0 0.0 0.0
C 0.0 0.1 0.0
H 0.0 0.0 0.0
H 0.0 0.0 0.0
H -0.1 0.0 0.0
H 0.0 0.0 0.1
H 0.0 -0.1 0.0
H 0.0 0.0 0.0
H 0.0 0.0 0.0
H 0.0 0.0 0.0
H 0.0 0.0 0.0
H 0.0 0.0 0.1
H 0.0 0.0 0.0
H 0.0 0.0 -0.1
H 0.0 0.0 0.0
H 0.0 0.0 0.0
H 0.0 0.0 0.0
H 0.0 0.0 0.0
H 0.0 0.0 0.0
H 0.0 0.0 0.0
H 0.0 0.0 0.0
C 0.0 0.0 0.0
C -0.1 0.0 -0.2
C 0.0 0.0 0.1
C 0.0 0.0 0.0
C 0.0 0.1 -0.1
C 0.0 -0.2 0.1
N 0.2 0.1 0.0
O -0.2 0.0 0.0
C -0.1 0.0 0.0
C 0.1 0.0 0.0
C 0.1 0.0 0.0
H 0.0 0.0 0.0
H 0.1 0.1 -0.1
H 0.0 0.0 0.0
H 0.0 0.0 0.0
H 0.0 0.0 0.0
H 0.0 0.0 0.0
H 0.0 0.0 0.0
H 0.0 0.0 0.0
H 0.0 0.0 0.0
H 0.0 0.0 0.0
H 0.0 0.0 0.0
H 0.0 0.0 0.0
H 0.0 0.0 0.0
H 0.0 0.0 0.0
H 0.0 0.0 0.0
H 0.0 0.0 0.0
H 0.0 0.0 0.0
H 0.0 0.0 0.0
C 0.0 0.0 0.0
C 0.1 -0.1 0.2
C 0.0 0.0 -0.1
C 0.0 0.0 0.0
C 0.1 0.0 0.0
C -0.1 -0.2 0.0
N -0.1 0.1 0.0
O 0.1 -0.1 0.0
C 0.0 0.0 0.0
C 0.0 0.1 0.0
C 0.0 0.1 0.0
H 0.0 0.0 0.0
H 0.0 0.1 0.0
H 0.0 0.0 0.0
H 0.0 0.0 0.0
H 0.0 0.0 0.0
H 0.0 0.0 0.0
H 0.0 0.0 0.0
H 0.0 0.0 0.0
H 0.0 0.0 0.0
H 0.0 0.0 0.0
H 0.0 0.0 0.0
H 0.0 0.0 0.0
H 0.0 0.0 0.0
H 0.0 0.0 0.0
H 0.0 0.0 0.0
H 0.0 0.0 0.0
H 0.0 0.0 0.0
H 0.0 0.0 0.0

Output
Multiplicity: 3
Expectation value of S²: 2.0084
Total charge: 0

=====

# C3H2O2S

The molecule C3H2O2S (the ωB97M-V functional and the def2-TZVPD basis, OMol25).

Geometry (Å):
O 1.3400 -1.1752 -1.4089
C 0.6409 -0.3969 -0.8475
C 0.2260 -0.2935 0.5272
C -0.7774 0.8429 0.2893
O -1.6029 1.3899 0.9471
S -0.5261 0.9672 -1.4630
H -0.4267 -1.1380 0.7508
H 1.1261 -0.1965 1.2050

Cartesian forces, eV/Å:
O -0.2 0.7 0.1
C -0.1 -0.4 -2.6
C 0.0 0.4 2.4
C -0.2 0.4 0.0
O 0.4 -0.1 0.4
S 0.9 -0.6 -0.4
H 0.4 -0.4 0.4
H -1.4 0.0 -0.3

Output
SMILES: O=C1CC(=O)S1
Total charge: 0

=====

# C2H2O3

The molecule C2H2O3 (the ωB97M-V functional and the def2-TZVPD basis, OMol25).

Geometry (Å):
C -1.0595 0.1383 0.0572
C 0.3243 -0.0773 0.4495
O -2.0664 0.7693 0.0137
O -0.5899 -1.0390 -0.1532
O 1.3588 0.2546 -0.4045
H 0.7603 -0.3441 1.3672
H 1.2724 0.2982 -1.3299

Cartesian forces, eV/Å:
C 2.3 2.7 -0.7
C 1.2 -0.5 -3.6
O -4.8 2.8 0.7
O 1.7 -5.1 0.1
O 0.9 0.3 3.7
H 0.1 -0.1 1.5
H -1.3 0.0 -1.8

Output
Multiplicity: 3
Expectation value of S²: 2.0098
Total charge: 0

=====

# CH6N4S

The molecule CH6N4S (the ωB97M-V functional and the def2-TZVPD basis, OMol25).

Geometry (Å):
H 1.5207 -0.4168 -1.5516
N 0.5999 -0.7181 -1.3941
C 0.2096 -0.3646 -0.2549
N -1.0958 -0.9458 0.0786
N -1.9113 0.2683 0.5197
N 0.8517 0.4227 0.7454
S 2.3155 1.0065 0.3732
H -1.2025 -0.8655 -1.1077
H -1.9600 0.9925 -0.2865
H -2.7413 -0.1290 0.9113
H 0.3060 0.9882 1.2728
H 3.1076 -0.2384 0.6937

Cartesian forces, eV/Å:
H 1.7 0.6 -0.6
N 0.1 -0.2 -0.1
C -1.0 -0.4 2.3
N -0.3 4.1 -4.6
N 2.0 0.1 -1.2
N -0.1 -3.4 -3.0
S 3.7 -1.4 0.2
H -1.0 -1.8 3.8
H -0.7 -1.9 1.9
H -0.7 0.4 -0.4
H -2.3 1.5 2.2
H -1.3 2.4 -0.4

Output
SMILES: [H]/N=C(/NN)NS
Total charge: 0

=====

The evaluated E_tot for the records listed, in turn: -9708.4929; -19673.9515; -9845.6021; -45222.7308; -18072.8613; -8241.8901; -17926.6691 eV.